[1]
ORCA calculation (the ωB97M-V functional and the def2-TZVPD basis) on the molecule C6H7N in a non-equilibrium geometry.

Output
E_HOMO (eV): -8.23
Orbital gap (eV): 9.4

```
14
Properties=species:S:1:pos:R:3:forces:R:3
C -1.7998 -0.0297 -0.6162 -0.511 -1.252 -0.539
C -0.4825 -0.5534 -0.0152 -0.888 3.030 -0.327
C 0.9338 -0.5200 -0.6737 -0.324 0.187 -0.361
C 1.5500 -0.2901 0.6936 0.308 -0.501 0.136
C 1.0889 0.8596 -0.1409 0.794 0.512 0.102
N -0.2045 0.9112 0.5923 0.622 0.338 0.265
C 0.1376 -0.2777 1.3191 0.073 -0.098 0.722
H -1.9942 -0.7605 -1.3587 -1.305 -0.758 -0.980
H -1.8475 0.9699 -1.1267 0.925 -0.861 0.540
H -2.6064 0.0209 0.1217 0.241 -0.373 -0.015
H 1.3857 -0.9557 -1.5602 -0.285 -0.013 0.231
H 2.5296 -0.4913 1.0856 0.072 -0.285 -0.062
H 1.5909 1.7118 -0.5633 0.189 0.133 0.134
H -0.2580 -0.4872 2.3013 0.087 -0.059 0.156
```
Positions in Å, forces in eV/Å.

Just the Mulliken charges please, in e? Sure, here they are: atom 1 (C): -1.12, atom 2 (C): 0.17, atom 3 (C): -0.52, atom 4 (C): -0.51, atom 5 (C): -0.26, atom 6 (N): -0.58, atom 7 (C): 0.06, atom 8 (H): 0.39, atom 9 (H): 0.31, atom 10 (H): 0.32, atom 11 (H): 0.40, atom 12 (H): 0.42, atom 13 (H): 0.42, atom 14 (H): 0.50

[2]
ORCA calculation (the ωB97M-V functional and the def2-TZVPD basis) on the molecule C7H10 in a non-equilibrium geometry.

Output
E_HOMO (eV): -9.44
Orbital gap (eV): 10.6

```
17
Properties=species:S:1:pos:R:3:forces:R:3
C 1.3835 0.9022 0.6643 0.074 0.264 -0.165
C 1.5608 -0.5584 0.2298 0.280 -0.031 -0.083
C 0.6472 -0.9861 -0.9220 -0.025 0.010 -0.119
C -0.4955 -0.3001 -0.1614 0.025 0.097 0.286
C -1.9802 -0.3177 -0.0251 -0.033 0.007 0.099
C -1.2620 0.9051 -0.5981 0.096 0.272 0.027
C 0.3987 -0.1324 1.0911 -0.341 0.045 -0.065
H 0.9252 1.6881 0.0469 0.768 -0.521 -0.185
H 2.1416 1.3215 1.3212 -0.153 -0.468 0.206
H 2.4284 -1.1408 0.5356 -0.101 0.360 0.027
H 0.5407 -2.0759 -0.9793 0.048 0.172 0.100
H 0.9094 -0.5972 -1.9130 -0.213 -0.029 0.105
H -2.6121 -0.9182 -0.6848 0.304 0.370 -0.018
H -2.3408 -0.3143 1.0014 0.033 0.119 -0.165
H -1.4567 1.1338 -1.6456 0.242 -0.433 0.088
H -0.9081 1.8028 -0.0704 -1.179 -0.336 0.213
H 0.1200 -0.4125 2.1093 0.174 0.103 -0.350
```
Positions in Å, forces in eV/Å.

Just the Mulliken charges please, in e? Sure, here they are: atom 1 (C): -0.71, atom 2 (C): -0.12, atom 3 (C): -0.54, atom 4 (C): 0.72, atom 5 (C): -0.66, atom 6 (C): -0.84, atom 7 (C): -0.58, atom 8 (H): 0.14, atom 9 (H): 0.29, atom 10 (H): 0.37, atom 11 (H): 0.26, atom 12 (H): 0.29, atom 13 (H): 0.25, atom 14 (H): 0.23, atom 15 (H): 0.23, atom 16 (H): 0.27, atom 17 (H): 0.41

[3]
ORCA calculation (the ωB97M-V functional and the def2-TZVPD basis) on a structure of composition C7H7F6N4O5ReS2Te4 in a non-equilibrium geometry.

Output
Spin multiplicity: 2
E_HOMO (spin up / spin down) (eV): -10.46 / -10.87
⟨S²⟩: 0.92
Charge: +1
Orbital gap (spin up / spin down) (eV): 5.8 / 5.6

```
36
Properties=species:S:1:pos:R:3:forces:R:3
Re 0.1088 0.7301 -0.8391 -0.260 -0.298 0.588
F 4.6324 1.4187 -0.5737 -0.007 -0.001 0.025
C 4.0026 2.0391 0.4079 -0.159 -0.065 0.073
F 4.3606 1.5354 1.5755 0.009 0.055 -0.046
F 4.2471 3.3359 0.3650 0.021 -0.036 -0.015
S 2.1736 1.7779 0.2080 1.033 -0.040 -0.106
O 1.9028 2.1377 -1.1952 -0.330 -0.134 0.350
O 1.9244 0.3255 0.4438 -0.142 0.549 -0.323
N 1.5100 2.6999 1.2561 -0.047 -0.265 0.503
S 0.6395 1.8768 2.3528 -0.073 0.167 -0.299
O 1.3930 1.1266 3.2945 -0.064 -0.015 0.025
O -0.4754 1.2085 1.6582 0.331 0.076 -0.453
C -0.0765 3.3121 3.2729 -0.137 -0.062 0.065
F -0.7076 4.1405 2.4513 0.037 -0.066 0.019
F -0.9404 2.8034 4.1446 0.034 0.086 -0.056
F 0.8867 3.9501 3.9083 -0.046 -0.021 -0.074
Te -0.9771 0.9869 -3.2622 -0.018 0.119 -0.307
Te -3.6388 0.6170 -2.9349 0.212 -0.101 -0.001
Te -3.8199 2.4495 -0.9075 -0.206 0.014 0.081
Te -1.2123 3.0456 -0.9060 0.105 0.102 -0.127
C 0.8608 -3.8568 -2.1545 -0.011 0.056 0.033
N -0.1864 -3.1081 -1.4459 -0.361 -0.263 -0.035
C -1.3528 -3.6883 -1.0267 0.088 -0.190 -0.016
C -2.3232 -2.9968 -0.3980 -0.038 0.122 0.023
C -2.1092 -1.6056 -0.1445 0.225 0.204 0.057
N -0.9735 -1.0493 -0.5813 0.101 -0.564 -0.371
C -0.0504 -1.7889 -1.2499 0.524 0.693 0.167
O 0.9593 -1.1250 -1.6436 -0.723 0.023 0.105
N -2.9560 -0.8332 0.5122 -0.033 -0.245 0.220
H 0.6984 -4.9148 -1.9734 0.016 -0.005 -0.018
H 1.8300 -3.5582 -1.7655 0.001 -0.010 -0.020
H 0.8125 -3.6441 -3.2203 0.020 -0.002 0.004
H -1.4336 -4.7483 -1.2212 -0.036 0.005 0.000
H -3.2227 -3.4950 -0.0723 -0.016 0.030 0.018
H -3.8067 -1.2094 0.8941 0.001 0.034 0.003
H -2.6800 0.1048 0.7705 -0.050 0.045 -0.093
```
Positions in Å, forces in eV/Å.

Just the Mulliken charges please, in e? Sure, here they are: atom 1 (Re): 0.65, atom 2 (F): -0.18, atom 3 (C): 0.48, atom 4 (F): -0.19, atom 5 (F): -0.19, atom 6 (S): 1.10, atom 7 (O): -0.69, atom 8 (O): -0.60, atom 9 (N): -0.36, atom 10 (S): 1.12, atom 11 (O): -0.58, atom 12 (O): -0.55, atom 13 (C): 0.63, atom 14 (F): -0.18, atom 15 (F): -0.19, atom 16 (F): -0.19, atom 17 (Te): -0.03, atom 18 (Te): -0.07, atom 19 (Te): -0.07, atom 20 (Te): 0.17, atom 21 (C): -0.91, atom 22 (N): 0.19, atom 23 (C): -0.10, atom 24 (C): -1.12, atom 25 (C): 1.17, atom 26 (N): 0.03, atom 27 (C): 0.36, atom 28 (O): -0.63, atom 29 (N): -0.17, atom 30 (H): 0.34, atom 31 (H): 0.33, atom 32 (H): 0.32, atom 33 (H): 0.39, atom 34 (H): 0.42, atom 35 (H): 0.22, atom 36 (H): 0.06

[4]
ORCA calculation (the ωB97M-V functional and the def2-TZVPD basis) on the molecule C4H5NO2.

Output
E_HOMO (eV): -9.78
Orbital gap (eV): 9.5

```
12
Properties=species:S:1:pos:R:3:forces:R:3
O 1.6721 1.5052 -0.0133 -0.031 -0.499 0.095
C 1.7981 0.3075 -0.0458 -0.126 0.472 -0.112
C 0.8337 -0.7199 0.6040 0.284 -0.391 -0.020
O 1.3507 -1.7368 0.9962 -0.135 0.442 -0.172
N -0.5609 -0.5396 0.6783 0.127 -0.176 0.230
C -1.2169 -0.4328 -0.6401 -0.094 -0.061 -0.194
C -1.2108 0.7090 0.2931 -0.083 0.387 0.018
H 2.6687 -0.1652 -0.5467 -0.161 -0.082 0.233
H -2.0992 -1.0531 -0.8012 0.293 0.140 0.181
H -0.5317 -0.3700 -1.4825 -0.209 0.048 -0.054
H -0.6126 1.5813 0.0596 0.016 -0.169 -0.038
H -2.0913 0.9144 0.8982 0.118 -0.111 -0.166
```
Positions in Å, forces in eV/Å.

Just the Mulliken charges please, in e? Sure, here they are: atom 1 (O): -0.43, atom 2 (C): 0.04, atom 3 (C): 0.50, atom 4 (O): -0.49, atom 5 (N): -0.28, atom 6 (C): -0.36, atom 7 (C): -0.22, atom 8 (H): 0.36, atom 9 (H): 0.23, atom 10 (H): 0.23, atom 11 (H): 0.21, atom 12 (H): 0.23

[5]
ORCA calculation (the ωB97M-V functional and the def2-TZVPD basis) on the ion C13H19NP with charge +1 in a non-equilibrium geometry.

Output
E_HOMO (eV): -10.48
Charge: +1
Orbital gap (eV): 7.7

```
34
Properties=species:S:1:pos:R:3:forces:R:3
C -2.7835 2.6620 -0.1291 0.371 -1.697 -0.818
N -2.1771 1.3468 0.0898 0.669 -0.276 0.955
C -3.1050 0.3115 0.5100 2.015 -3.104 0.530
C -0.9003 1.1518 -0.0575 0.842 -5.596 0.869
C 0.0708 2.1806 -0.3138 2.490 2.608 -0.708
C 1.4129 1.5070 -0.0727 0.501 0.251 -0.364
C 2.6568 2.0975 0.0469 -1.826 2.172 -1.494
C 3.8104 1.3931 0.2135 2.603 0.258 2.197
C 3.7508 -0.0173 0.3879 0.425 -0.933 -0.629
C 2.5022 -0.6413 0.2509 0.117 2.458 0.244
C 1.3416 0.1631 0.0442 -0.049 -3.138 0.768
C -0.0321 -0.3544 0.1009 -2.720 4.381 -0.966
P -0.5680 -1.9503 -0.3140 1.709 -0.083 0.027
C 0.4915 -2.8440 -1.5291 0.633 2.353 2.058
C -0.6799 -3.1034 1.1085 2.050 1.702 -0.319
H -2.1225 3.4821 -0.1183 0.977 0.793 0.984
H -2.9589 2.5760 -1.1806 -1.648 0.491 -0.686
H -3.5811 2.6636 0.5777 -0.917 0.869 -0.137
H -2.5161 -0.6629 0.7726 -0.753 2.015 -0.238
H -3.6918 0.5055 1.3840 -0.096 0.875 0.539
H -3.7700 -0.0549 -0.2319 -0.627 0.300 -1.155
H 0.0778 3.1436 0.3477 -0.703 -1.667 -1.191
H 0.0560 2.5042 -1.4380 -0.271 -0.414 1.852
H 2.5252 3.1775 -0.1956 1.286 -0.509 0.744
H 4.7385 2.0076 0.5740 -1.538 -1.464 -1.329
H 4.6669 -0.7139 0.5436 -1.587 1.721 -0.078
H 2.3767 -1.6514 0.5178 0.065 -1.208 0.010
H -1.6386 -2.0046 -1.1066 -2.003 0.390 -0.364
H 0.6198 -2.2412 -2.4286 -0.149 -0.553 -0.032
H 0.0294 -3.7731 -1.5123 -0.858 -1.835 -1.021
H 1.4118 -2.9760 -0.9844 0.758 -0.048 -0.326
H -1.4336 -2.7928 1.8139 0.457 0.937 0.758
H 0.4676 -3.0169 1.4010 -2.603 -0.600 0.272
H -1.0479 -4.0751 0.9278 0.380 -1.446 -0.950
```
Positions in Å, forces in eV/Å.

Just the Mulliken charges please, in e? Sure, here they are: atom 1 (C): -1.02, atom 2 (N): -0.05, atom 3 (C): -0.74, atom 4 (C): 0.56, atom 5 (C): -0.24, atom 6 (C): -0.27, atom 7 (C): -0.36, atom 8 (C): -0.77, atom 9 (C): -0.50, atom 10 (C): -0.68, atom 11 (C): 0.89, atom 12 (C): -0.23, atom 13 (P): 0.30, atom 14 (C): -1.06, atom 15 (C): -1.06, atom 16 (H): 0.39, atom 17 (H): 0.44, atom 18 (H): 0.26, atom 19 (H): -0.05, atom 20 (H): 0.41, atom 21 (H): 0.39, atom 22 (H): 0.44, atom 23 (H): 0.27, atom 24 (H): 0.33, atom 25 (H): 0.27, atom 26 (H): 0.30, atom 27 (H): 0.29, atom 28 (H): 0.13, atom 29 (H): 0.38, atom 30 (H): 0.47, atom 31 (H): 0.33, atom 32 (H): 0.38, atom 33 (H): 0.28, atom 34 (H): 0.48

[6]
ORCA calculation (the ωB97M-V functional and the def2-TZVPD basis) on a structure of composition C22H18IrN7.

Output
Spin multiplicity: 6
E_HOMO (spin up / spin down) (eV): -18.60 / -19.17
⟨S²⟩: 8.79
Charge: +3
Orbital gap (spin up / spin down) (eV): 9.5 / 6.1

```
48
Properties=species:S:1:pos:R:3:forces:R:3
Ir -0.0125 -0.1029 0.9055 -0.248 0.227 -0.238
C -2.7853 0.7492 -0.3692 0.055 0.062 -0.016
N -1.4303 1.3436 -0.3258 -0.127 0.171 0.020
C -1.4757 2.6391 0.4010 -0.007 -0.100 -0.074
C -0.1863 2.9238 1.0993 0.096 -0.054 0.110
C 0.2722 4.1957 1.3539 0.080 0.117 0.047
C 1.4149 4.3638 2.1310 -0.049 -0.004 -0.024
C 2.0791 3.2475 2.6292 0.054 0.087 0.026
C 1.5884 2.0016 2.3267 -0.128 -0.030 -0.077
N 0.4695 1.8465 1.5785 0.063 -0.082 0.207
C -0.8481 1.4735 -1.6911 -0.042 -0.009 0.061
C 0.4977 0.8256 -1.9051 0.063 0.032 0.053
C 1.1047 0.9123 -3.1435 0.051 0.031 -0.094
C 2.3579 0.3523 -3.3280 0.029 0.003 -0.038
C 2.9929 -0.2820 -2.2614 0.053 -0.005 -0.042
C 2.3390 -0.3503 -1.0595 -0.112 0.081 -0.061
N 1.1071 0.1895 -0.8905 0.058 -0.229 -0.049
C -2.7157 -0.7370 -0.4918 0.084 -0.086 0.108
C -3.6738 -1.4630 -1.1624 -0.084 -0.078 -0.043
C -3.6528 -2.8504 -1.0873 -0.016 0.011 -0.007
C -2.6683 -3.4684 -0.3299 -0.054 -0.033 -0.035
C -1.7214 -2.6882 0.2926 -0.036 0.191 -0.044
N -1.7293 -1.3390 0.2070 0.062 -0.095 0.052
H -3.3842 1.1897 -1.1679 0.001 0.006 -0.027
H -3.2861 0.9737 0.5732 -0.024 0.010 0.020
H -2.2485 2.5677 1.1666 -0.034 0.023 0.033
H -1.7591 3.4553 -0.2644 0.009 0.018 -0.034
H -0.2662 5.0496 0.9632 0.022 0.003 0.010
H 1.7815 5.3590 2.3478 0.006 0.004 -0.002
H 2.9658 3.3402 3.2415 -0.019 0.016 -0.007
H 2.0752 1.1033 2.6895 -0.031 -0.022 -0.021
H -0.7513 2.5326 -1.9366 -0.013 0.023 -0.034
H -1.5454 1.0524 -2.4165 -0.020 -0.026 -0.007
H 0.6009 1.4216 -3.9561 0.016 -0.008 0.013
H 2.8431 0.4142 -4.2942 -0.002 -0.001 0.013
H 3.9772 -0.7165 -2.3655 -0.001 -0.002 -0.019
H 2.7847 -0.8312 -0.1996 -0.025 -0.008 0.021
H -4.4459 -0.9482 -1.7197 0.009 -0.008 0.007
H -4.4030 -3.4376 -1.6007 -0.004 -0.002 -0.004
H -2.6323 -4.5435 -0.2219 0.006 0.005 0.000
H -0.9492 -3.1397 0.8905 0.055 0.004 0.011
N 0.9694 -1.8848 1.6924 0.015 -0.108 -0.123
C 1.5177 -2.8886 1.8061 0.216 -0.381 0.431
C 2.1981 -4.1344 1.9478 0.142 0.091 -0.256
C 2.0185 -4.9242 3.0841 -0.064 -0.087 0.255
N 1.8695 -5.5820 4.0290 0.005 0.173 -0.220
C 3.0433 -4.4951 0.8785 -0.022 0.021 -0.046
N 3.7027 -4.7161 -0.0462 -0.089 0.046 0.140
```
Positions in Å, forces in eV/Å.

Just the Mulliken charges please, in e? Sure, here they are: atom 1 (Ir): 1.70, atom 2 (C): -1.28, atom 3 (N): 0.19, atom 4 (C): -1.26, atom 5 (C): 1.20, atom 6 (C): -0.97, atom 7 (C): -0.21, atom 8 (C): -0.79, atom 9 (C): 0.04, atom 10 (N): -0.30, atom 11 (C): -1.25, atom 12 (C): 0.79, atom 13 (C): -1.01, atom 14 (C): -0.28, atom 15 (C): -0.87, atom 16 (C): -0.10, atom 17 (N): -0.10, atom 18 (C): 1.10, atom 19 (C): -0.90, atom 20 (C): -0.34, atom 21 (C): -0.76, atom 22 (C): 0.19, atom 23 (N): -0.31, atom 24 (H): 0.42, atom 25 (H): 0.48, atom 26 (H): 0.46, atom 27 (H): 0.45, atom 28 (H): 0.47, atom 29 (H): 0.48, atom 30 (H): 0.44, atom 31 (H): 0.45, atom 32 (H): 0.59, atom 33 (H): 0.58, atom 34 (H): 0.52, atom 35 (H): 0.48, atom 36 (H): 0.46, atom 37 (H): 0.43, atom 38 (H): 0.45, atom 39 (H): 0.49, atom 40 (H): 0.44, atom 41 (H): 0.27, atom 42 (N): -0.40, atom 43 (C): 0.39, atom 44 (C): 0.46, atom 45 (C): 0.03, atom 46 (N): -0.15, atom 47 (C): 0.02, atom 48 (N): -0.19

[7]
ORCA calculation (the ωB97M-V functional and the def2-TZVPD basis) on a cluster of 2 separate species, C6H10N2O2 in total in a non-equilibrium geometry.

Output
E_HOMO (eV): -9.01
Orbital gap (eV): 9.8

```
20
Properties=species:S:1:pos:R:3:forces:R:3
C -2.3356 1.4791 0.9988 -0.198 0.144 -0.029
N -1.1370 0.7575 0.6007 0.215 -0.129 0.215
C -1.3626 -0.2669 -0.4072 -0.453 -0.072 -0.170
C -0.0421 -1.0387 -0.6164 0.302 0.025 0.026
N 0.8647 -1.2154 0.5197 1.189 1.531 -0.450
C 1.5126 0.1172 0.2850 -1.575 0.336 2.510
O 2.1155 0.8698 1.0156 -0.622 -1.642 -1.460
C 0.6544 0.3053 -0.9728 0.542 -0.579 -0.627
C -0.6941 1.0205 -0.7607 -0.150 0.409 -0.119
H -3.0508 1.6251 0.1689 0.114 -0.022 0.146
H -2.8404 0.9211 1.7982 0.144 0.147 -0.200
H -2.0473 2.4652 1.3858 -0.063 -0.277 -0.087
H -2.3684 -0.6241 -0.6288 0.268 0.156 0.046
H -0.0743 -1.8590 -1.3393 -0.068 0.133 0.191
H 0.6252 -1.5703 1.4394 -0.098 0.268 -0.126
H 1.1654 0.4441 -1.9293 -0.233 0.026 0.170
H -1.0673 1.8795 -1.3177 0.101 -0.249 0.192
O 3.6011 -1.5364 0.1867 -2.115 -2.461 -0.018
H 2.7815 -2.1819 0.3495 2.559 2.249 -0.488
H 3.6992 -1.5916 -0.7763 0.141 0.007 0.277
```
Positions in Å, forces in eV/Å.

Just the Mulliken charges please, in e? Sure, here they are: atom 1 (C): -0.96, atom 2 (N): -0.17, atom 3 (C): -0.42, atom 4 (C): -0.22, atom 5 (N): -0.44, atom 6 (C): 0.45, atom 7 (O): -0.59, atom 8 (C): -0.18, atom 9 (C): -0.38, atom 10 (H): 0.35, atom 11 (H): 0.30, atom 12 (H): 0.32, atom 13 (H): 0.42, atom 14 (H): 0.42, atom 15 (H): 0.25, atom 16 (H): 0.44, atom 17 (H): 0.41, atom 18 (O): -0.67, atom 19 (H): 0.36, atom 20 (H): 0.30

[8]
ORCA calculation (the ωB97M-V functional and the def2-TZVPD basis) on a cluster of 3 separate species, CH7N3O2 in total in a non-equilibrium geometry.

Output
E_HOMO (spin up / spin down) (eV): -8.88 / -9.28
Orbital gap (spin up / spin down) (eV): 8.6 / 9.5

```
13
Properties=species:S:1:pos:R:3:forces:R:3
C -1.1451 -0.0662 0.5158 0.007 0.367 -0.299
N 0.2968 0.0610 0.6029 0.116 1.608 -1.539
N 1.0303 -0.8231 -0.0588 -0.421 -2.677 2.753
N 0.9196 1.0644 -1.0481 -1.040 0.876 0.486
O 0.5992 -1.9844 1.3174 0.874 0.191 -1.397
O -0.1041 1.9640 -1.3396 0.462 -0.239 -0.199
H 1.4206 -1.8882 1.8219 -0.070 0.012 -0.146
H -0.4492 1.6465 -2.1878 0.012 0.026 0.241
H 0.4795 -1.3667 -0.7400 -0.130 0.043 0.178
H 1.5068 1.5887 -0.3938 -0.102 -0.033 -0.114
H -1.4787 -0.8854 -0.1295 0.122 -0.043 0.016
H -1.5263 0.8855 0.1201 0.035 -0.096 0.064
H -1.5493 -0.1960 1.5195 0.136 -0.034 -0.045
```
Positions in Å, forces in eV/Å.

Just the Mulliken charges please, in e? Sure, here they are: atom 1 (C): -0.68, atom 2 (N): 0.00, atom 3 (N): -0.23, atom 4 (N): -0.30, atom 5 (O): -0.58, atom 6 (O): -0.36, atom 7 (H): 0.31, atom 8 (H): 0.36, atom 9 (H): 0.29, atom 10 (H): 0.30, atom 11 (H): 0.33, atom 12 (H): 0.30, atom 13 (H): 0.25

So what do the calculations give for total energy? Going down the list: -7819.1683; -7418.0301; -92841.7672; -9811.9177; -24558.2610; -36343.1908; -13455.9669; -9707.7708 eV.